Entry one
The following is a quantum chemistry calculation of a structure of composition C4H12N2S, from the Open Molecules 2025 dataset.

Element x y z (Å)
1 C -0.28 0.18 -0.77
2 C 0.63 -0.03 -1.69
3 C -0.07 0.74 1.92
4 C -0.02 -0.51 0.99
5 N 0.51 0.57 -3.04
6 N -1.25 -1.47 1.23
7 S 1.52 -1.54 1.21
8 H -1.12 0.73 -0.71
9 H 1.51 -0.62 -1.51
10 H 0.71 1.32 1.54
11 H -1.05 1.18 1.85
12 H 0.20 0.26 2.80
13 H -0.37 0.67 -3.45
14 H 1.05 -0.02 -3.61
15 H 1.11 1.46 -3.03
16 H -2.14 -0.95 1.39
17 H -1.27 -2.11 0.47
18 H -0.76 -1.77 2.09
19 H 2.18 -0.31 1.37

Calculated values
- Frontier orbital gap: 0.38548 hartree
- HOMO level: -17.6 eV
- LUMO energy: -7.108 eV
- Net charge: +2

=====

Entry two
The following is a quantum chemistry calculation of a cluster of 2 separate species, C4H12N2S in total, from the Open Molecules 2025 dataset.

Element x y z (Å)
1 C -5.32 2.94 0.08
2 C -6.54 2.34 1.10
3 C 8.14 -4.83 0.00
4 C 8.38 -4.05 -1.21
5 N -5.86 4.12 -0.70
6 N -6.24 1.86 2.24
7 S 7.30 -3.21 -2.26
8 H -4.37 3.18 0.52
9 H -7.55 2.20 0.80
10 H 8.22 -3.96 0.63
11 H 8.96 -5.48 0.12
12 H 7.15 -5.35 0.20
13 H 9.45 -3.84 -1.22
14 H -4.92 4.69 -0.73
15 H -6.57 4.61 -0.24
16 H -6.20 3.96 -1.71
17 H -5.29 1.85 2.54
18 H -6.98 1.35 2.56
19 H 8.22 -2.39 -2.72

Calculated values
- Frontier orbital gap: 0.21373 hartree
- HOMO level: -13.5 eV
- LUMO energy: -7.678 eV
- Net charge: +2

=====

Which structure is the most stable? The one labeled entry two.

=====

Entry one
The following is a quantum chemistry calculation of the ion C4H10N3S with charge +1, from the Open Molecules 2025 dataset.

Element x y z (Å)
1 C -1.34 0.40 0.09
2 C 2.17 -0.54 -0.32
3 C 1.57 0.84 -0.69
4 C 0.99 0.03 0.38
5 N -1.15 1.70 0.26
6 N -0.36 -0.50 0.07
7 N -0.70 -1.83 0.22
8 S -2.96 -0.26 -0.35
9 H 1.90 -1.32 -1.04
10 H 3.09 -0.56 0.32
11 H 2.01 1.75 -0.53
12 H 1.03 0.70 -1.60
13 H 1.19 0.11 1.46
14 H -0.18 2.09 0.50
15 H -1.91 2.23 0.27
16 H -0.33 -2.62 -0.34
17 H -3.29 -0.33 1.02
18 H -1.72 -1.91 0.30

Calculated values
- Frontier orbital gap: 0.35472 hartree
- HOMO level: -13.3 eV
- LUMO energy: -3.686 eV
- Net charge: +1

=====

Entry two
The following is a quantum chemistry calculation of the ion C4H10N3S with charge +1, from the Open Molecules 2025 dataset.

Element x y z (Å)
1 C -1.00 -1.90 -0.92
2 C -0.47 -0.92 0.22
3 N 0.43 -1.64 1.04
4 N 1.42 -1.00 1.32
5 C 1.49 0.25 0.76
6 S 2.86 0.33 -0.42
7 C 0.24 0.46 -0.09
8 N -0.60 1.57 0.55
9 H -0.47 -1.86 -1.81
10 H -2.08 -1.68 -1.07
11 H -0.89 -2.92 -0.44
12 H -1.31 -0.78 0.96
13 H 1.60 1.08 1.45
14 H 3.87 -0.19 0.54
15 H 0.71 0.74 -1.05
16 H -0.45 1.57 1.63
17 H -1.53 1.87 0.10
18 H -0.02 2.48 0.22

Calculated values
- Frontier orbital gap: 0.33704 hartree
- HOMO level: -13.4 eV
- LUMO energy: -4.220 eV
- Net charge: +1
- Structure (SMILES): C[C@H]1N=N[C@@H](S)[C@@H]1[NH3+]

=====

Which structure is the most stable? The one labeled entry one.

=====

Entry one
The following is a quantum chemistry calculation of an isolated molecule of C6H6S2, from the Open Molecules 2025 dataset.

Element x y z (Å)
1 C 2.24 -0.45 -0.37
2 C 1.07 0.12 -0.19
3 C -0.10 -0.50 0.74
4 S -0.05 -1.75 1.83
5 S -1.57 0.24 0.18
6 C -0.65 0.85 -1.29
7 C 0.17 1.84 -2.10
8 C 0.58 1.31 -0.81
9 H 2.42 -1.37 0.07
10 H 2.96 0.16 -1.13
11 H -0.63 -0.04 -1.84
12 H 0.65 1.35 -3.07
13 H -0.07 2.89 -1.98
14 H 0.57 2.15 -0.12

Calculated values
- Frontier orbital gap: 0.29620 hartree
- HOMO level: -8.6 eV
- LUMO energy: -0.573 eV
- Structure (SMILES): C=C1C(=S)S[C@H]2C[C@H]12

=====

Entry two
The following is a quantum chemistry calculation of an isolated molecule of C6H6S2, from the Open Molecules 2025 dataset.

Element x y z (Å)
1 C -0.64 1.77 0.00
2 C 0.11 0.66 -0.01
3 C 1.64 0.76 -0.01
4 S 2.31 -0.94 0.00
5 C 0.72 -1.62 0.00
6 C -0.33 -0.75 0.00
7 C -1.68 -1.29 0.00
8 S -3.10 -0.53 0.00
9 H -1.73 1.69 0.00
10 H -0.20 2.77 0.00
11 H 2.01 1.28 0.89
12 H 2.00 1.28 -0.88
13 H 0.61 -2.70 0.00
14 H -1.71 -2.38 -0.01

Calculated values
- Frontier orbital gap: 0.27673 hartree
- HOMO level: -8.1 eV
- LUMO energy: -0.601 eV
- Structure (SMILES): C=C1CSC=C1C=S

=====

Which structure is the most stable? The one labeled entry two.